C33H43N8O | ωB97M-V with the def2-TZVPD basis set

Element x y z (Å)
C -0.62 0.18 0.42
O -0.33 -1.14 0.54
H 0.25 0.55 0.10
H -0.96 0.72 1.28
H -1.30 0.48 -0.28
N 1.51 -2.06 -1.21
C 2.30 -3.12 -0.83
C 3.23 -3.37 -1.85
C 2.64 -2.60 -3.03
C 1.67 -1.77 -2.58
H 0.86 -1.69 -0.55
H 2.10 -3.73 -0.11
H 4.13 -4.02 -1.72
H 3.20 -2.63 -3.97
H 1.16 -0.83 -2.91
N 3.97 -0.20 -0.90
C 5.34 0.01 -1.21
C 5.90 0.69 -0.15
C 4.74 0.74 0.91
C 3.64 0.23 0.31
H 3.34 -0.80 -1.44
H 5.84 -0.42 -1.96
H 6.92 1.00 -0.11
H 4.55 1.25 1.87
H 2.61 0.12 0.57
N 1.05 -2.02 2.65
C 0.38 -2.19 3.86
C 1.17 -3.04 4.60
C 2.38 -3.26 3.81
C 2.32 -2.58 2.62
H 0.64 -1.74 1.75
H -0.71 -2.06 4.25
H 0.99 -3.44 5.45
H 3.28 -3.89 4.07
H 3.09 -2.73 1.85
N -2.04 0.00 -3.23
C -1.46 -0.13 -4.54
C -1.72 0.97 -5.32
C -2.62 1.88 -4.29
C -2.77 1.20 -3.13
H -1.94 -0.79 -2.45
H -0.86 -1.14 -4.85
H -1.25 1.25 -6.26
H -2.93 2.92 -4.52
H -3.46 1.37 -2.17
N -2.15 -2.15 -1.11
C -3.35 -1.75 -0.92
C -4.23 -2.23 -1.91
C -3.34 -2.90 -2.80
C -2.09 -2.83 -2.23
H -1.39 -1.82 -0.66
H -3.59 -0.92 0.02
H -5.27 -2.27 -1.96
H -3.58 -3.55 -3.78
H -1.13 -3.28 -2.49
N -0.48 4.17 2.99
C -1.35 3.91 1.92
C -2.59 3.85 2.53
C -2.47 4.47 3.94
C -1.08 4.44 4.27
H 0.46 4.37 2.94
H -1.10 3.69 0.98
H -3.49 3.67 2.08
H -3.24 4.86 4.79
H -0.58 4.69 5.03
N 2.92 2.48 -1.88
C 3.02 3.81 -2.23
C 1.83 4.22 -2.78
C 0.85 3.04 -2.49
C 1.61 2.02 -1.90
H 3.73 2.10 -1.44
H 3.97 4.35 -2.32
H 1.52 5.13 -3.28
H -0.36 3.05 -2.84
H 1.23 1.04 -1.65
N -2.69 -0.74 2.58
C -2.91 0.24 3.59
C -3.93 -0.18 4.35
C -4.43 -1.47 3.68
C -3.52 -1.78 2.68
H -2.05 -0.53 1.83
H -2.19 1.23 3.56
H -4.17 0.32 5.43
H -5.13 -2.16 3.99
H -3.48 -2.80 2.20

Values from the calculation:
* total energy: -1796.16476 hartree
* LUMO energy: 2.7 eV
* total charge: -1
* frontier orbital gap: 8.244 eV

Löwdin population analysis, charges in e, atoms 1 to 4: -0.287, -0.377, 0.007, 0.057



C37H44BaN9O9PS4Te | ωB97M-V with the def2-TZVPD basis set

Element x y z (Å)
Ba -0.01 -2.09 -1.00
C 1.56 2.25 0.96
N 0.77 1.26 1.68
C 1.32 0.89 2.99
C 2.62 0.11 2.97
C 3.85 0.75 3.12
C 5.01 0.00 3.00
C 4.92 -1.36 2.75
C 3.65 -1.93 2.68
N 2.53 -1.21 2.79
C -0.63 1.66 1.76
C -1.59 0.58 2.21
C -2.86 0.96 2.65
C -3.76 -0.01 3.05
C -3.38 -1.34 2.99
C -2.12 -1.64 2.51
N -1.24 -0.71 2.13
C 2.61 1.68 0.01
C 3.65 2.48 -0.45
C 4.58 1.94 -1.32
C 4.44 0.61 -1.71
C 3.36 -0.11 -1.22
N 2.45 0.43 -0.39
H 2.04 2.96 1.65
H 0.89 2.82 0.33
H 0.60 0.26 3.49
H 1.47 1.81 3.59
H 3.89 1.82 3.30
H 5.98 0.48 3.08
H 5.80 -1.97 2.62
H 3.52 -2.99 2.49
H -0.94 1.96 0.76
H -0.76 2.55 2.41
H -3.12 2.02 2.68
H -4.75 0.27 3.40
H -4.05 -2.14 3.29
H -1.79 -2.68 2.42
H 3.73 3.52 -0.11
H 5.40 2.54 -1.69
H 5.15 0.15 -2.39
H 3.21 -1.14 -1.51
O 1.92 -5.48 -1.51
S 1.36 -4.27 -2.05
O 1.48 -4.14 -3.50
O 1.96 -3.06 -1.41
O -0.14 -4.22 -1.73
N 5.73 6.30 -1.36
C 4.43 5.81 -1.57
C 3.37 6.22 -0.75
C 2.08 5.77 -1.00
C 1.81 4.92 -2.06
C 2.86 4.51 -2.88
C 4.15 4.95 -2.64
S 0.13 4.37 -2.32
O -0.28 4.89 -3.61
O -0.57 4.86 -1.16
N 0.18 2.80 -2.23
C 0.33 1.92 -3.27
S 0.25 2.33 -5.03
C 0.62 0.70 -5.44
C 0.73 -0.03 -4.32
N 0.56 0.62 -3.11
H 5.92 6.57 -0.41
H 6.46 5.70 -1.73
H 3.58 6.89 0.08
H 1.25 6.08 -0.36
H 2.67 3.83 -3.70
H 4.97 4.62 -3.27
H 0.70 0.38 -6.47
H 0.95 -1.10 -4.30
C -7.57 2.58 -2.13
C -6.61 1.65 -1.46
C -6.97 0.57 -0.74
C -5.92 -0.21 -0.15
N -4.66 0.07 -0.30
C -4.27 1.15 -1.07
S -2.72 1.60 -1.40
N -5.30 1.93 -1.59
C -6.26 -1.39 0.71
H -8.59 2.33 -1.87
H -7.46 2.52 -3.22
H -7.37 3.62 -1.84
H -8.01 0.30 -0.60
H -4.99 2.72 -2.14
H -7.20 -1.86 0.40
H -6.38 -1.06 1.75
H -5.45 -2.12 0.69
C -0.13 -7.98 -0.81
C -1.05 -6.80 -0.58
O -0.42 -5.94 0.40
P -0.81 -4.41 0.59
O 0.40 -3.57 0.90
Te -2.80 -3.51 -0.40
O -1.55 -4.58 2.08
C -0.69 -4.90 3.18
C -0.27 -3.66 3.96
H -0.58 -8.67 -1.54
H 0.04 -8.52 0.13
H 0.82 -7.61 -1.19
H -2.02 -7.11 -0.21
H -1.19 -6.25 -1.51
H 0.20 -5.44 2.85
H -1.25 -5.57 3.84
H 0.17 -2.93 3.27
H 0.48 -3.92 4.71
H -1.13 -3.21 4.46

Values from the calculation:
* total energy: -4834.18404 hartree
* LUMO energy: 3.5 eV
* total charge: -2
* frontier orbital gap: 5.525 eV

Löwdin population analysis, charges in e, atoms 1 to 4: 1.634, -0.126, -0.128, -0.130



C6H13NO3 | ωB97M-V with the def2-TZVPD basis set

Element x y z (Å)
C 0.17 -2.15 -0.92
C 0.96 -1.21 -1.67
N 0.71 0.01 -1.21
C -0.20 -0.07 -0.17
C -0.58 -1.43 -0.04
C -0.92 2.22 0.14
C -0.42 1.10 0.65
H 0.07 -3.20 -1.17
H 1.77 -1.49 -2.33
H 0.88 0.92 -1.65
H -1.35 -1.81 0.62
H -1.34 2.27 -0.86
H -0.98 3.13 0.73
H -0.09 1.07 1.69
H 1.95 -2.76 2.02
H 1.93 -1.42 1.23
O 2.25 -1.85 2.02
H -3.28 -0.36 1.55
H -2.93 -1.10 2.81
O -3.31 -1.25 1.94
H 2.33 2.96 -1.79
H 1.00 3.56 -2.05
O 1.40 2.85 -1.53

Values from the calculation:
* multiplicity: 2
* total energy: -516.58054 hartree
* <S²>: 0.76
* LUMO energy (spin up / spin down): -3.5 / -7.1 eV
* total charge: +1
* frontier orbital gap (spin up / spin down): 10.429 / 7.493 eV

natural (NBO) population analysis, charges in e, atoms 1 to 4: -0.231, 0.179, -0.537, 0.333



C45H63ClFN2O35 | ωB97M-V with the def2-TZVPD basis set

Element x y z (Å)
C -0.39 -1.53 2.04
C -0.10 -2.24 3.45
O 0.00 -1.48 4.47
O 0.10 -3.65 3.68
C -0.91 -4.46 3.01
C -2.41 -3.92 3.15
C -3.53 -5.09 3.31
C -4.95 -4.46 3.83
C -5.15 -3.02 3.11
N -4.92 -1.66 3.63
C -5.22 -0.79 2.50
C -5.05 0.77 2.80
N -5.63 -1.42 1.26
C -5.97 -0.79 -0.06
C -5.24 -1.50 -1.31
F -7.39 -0.85 -0.31
C -5.60 -2.87 1.62
Cl -5.97 -4.28 0.51
H -1.15 -0.68 2.26
H -0.96 -2.24 1.32
H 0.52 -1.05 1.55
H -0.64 -4.55 1.89
H -0.81 -5.53 3.46
H -2.64 -3.35 2.16
H -2.59 -3.19 4.01
H -3.13 -5.79 4.14
H -3.73 -5.65 2.32
H -4.92 -4.33 4.99
H -5.81 -5.17 3.54
H -4.59 -1.41 4.58
H -5.49 1.43 1.96
H -3.93 1.03 2.88
H -5.56 1.00 3.80
H -5.61 0.31 0.00
H -4.30 -2.09 -1.01
H -4.87 -0.73 -2.09
H -6.00 -2.18 -1.85
C -8.29 0.42 -3.30
C -9.44 -0.08 -4.11
O -8.97 0.03 -5.44
C -7.61 0.01 -5.39
O -6.89 -0.07 -6.35
O -7.16 0.11 -4.10
H -8.22 -0.07 -2.33
H -8.32 1.50 -3.14
H -9.67 -1.13 -3.91
H -10.35 0.51 -3.96
C 4.39 -2.51 5.00
C 3.25 -3.05 4.18
O 3.72 -2.91 2.85
C 5.08 -2.89 2.90
O 5.80 -2.95 1.94
O 5.52 -2.79 4.19
H 4.47 -3.00 5.97
H 4.32 -1.43 5.15
H 3.06 -4.10 4.39
H 2.33 -2.48 4.33
C -0.94 3.35 5.41
C -1.10 2.02 4.75
O -2.50 1.96 4.49
C -2.95 3.24 4.45
O -4.06 3.56 4.09
O -2.00 4.12 4.86
H 0.03 3.81 5.19
H -1.06 3.30 6.50
H -0.56 1.96 3.80
H -0.78 1.20 5.39
C 2.22 2.54 0.48
C 0.81 2.61 0.96
O 0.88 2.01 2.25
C 2.17 2.14 2.68
O 2.54 1.90 3.80
O 2.98 2.59 1.69
H 2.48 3.38 -0.17
H 2.44 1.61 -0.04
H 0.45 3.64 1.07
H 0.12 2.06 0.32
C 0.47 -2.91 -2.89
C 0.54 -3.85 -1.73
O -0.23 -3.19 -0.73
C -1.09 -2.35 -1.38
O -2.00 -1.76 -0.85
O -0.79 -2.27 -2.70
H 0.50 -3.43 -3.85
H 1.26 -2.16 -2.87
H 0.08 -4.82 -1.94
H 1.57 -4.01 -1.39
C 0.24 6.86 -2.42
C -0.66 6.23 -1.40
O 0.20 5.33 -0.72
C 1.47 5.80 -0.89
O 2.43 5.38 -0.30
O 1.51 6.81 -1.80
H -0.05 7.89 -2.64
H 0.28 6.29 -3.35
H -1.06 6.96 -0.69
H -1.50 5.70 -1.86
C 4.92 -4.23 10.45
C 4.69 -5.41 9.55
O 3.76 -4.91 8.61
C 3.89 -3.56 8.58
O 3.37 -2.84 7.77
O 4.69 -3.12 9.59
H 5.93 -4.21 10.86
H 4.20 -4.19 11.28
H 5.60 -5.72 9.03
H 4.28 -6.27 10.09
C 6.13 4.63 -1.17
C 6.55 4.33 -2.58
O 6.04 3.02 -2.80
C 5.00 2.85 -1.93
O 4.24 1.92 -1.97
O 4.94 3.86 -1.02
H 5.93 5.69 -1.01
H 6.87 4.29 -0.44
H 6.10 5.01 -3.31
H 7.63 4.35 -2.71
C 2.62 -1.28 -7.15
C 3.75 -1.18 -6.18
O 3.40 -2.12 -5.17
C 2.57 -3.03 -5.75
O 2.21 -4.05 -5.23
O 2.18 -2.62 -6.99
H 2.93 -1.09 -8.17
H 1.79 -0.61 -6.90
H 4.71 -1.47 -6.62
H 3.85 -0.18 -5.75
C 8.51 -0.77 -7.77
C 8.80 0.69 -7.86
O 7.58 1.22 -8.37
C 6.59 0.35 -8.04
O 5.42 0.57 -8.17
O 7.11 -0.81 -7.55
H 9.05 -1.25 -6.94
H 8.74 -1.31 -8.70
H 9.00 1.14 -6.89
H 9.63 0.91 -8.54
C -4.95 5.55 -4.24
C -4.68 4.33 -3.42
O -3.32 4.04 -3.71
C -2.74 5.20 -4.11
O -1.56 5.35 -4.27
O -3.67 6.18 -4.31
H -5.68 6.21 -3.78
H -5.28 5.31 -5.26
H -4.79 4.51 -2.35
H -5.32 3.49 -3.70

Values from the calculation:
* total energy: -5055.22346 hartree
* LUMO energy: -3.0 eV
* total charge: +1
* frontier orbital gap: 8.565 eV

Löwdin population analysis, charges in e, atoms 1 to 4: 0.019, -0.377, 0.028, -0.070



C4H6O | ωB97M-V with the def2-TZVPD basis set

Element x y z (Å)
C -1.08 0.10 0.19
C -0.38 -1.06 0.12
C 1.04 -0.72 -0.13
O 0.98 0.66 -0.51
C -0.23 1.26 -0.13
H -2.11 0.19 0.46
H -0.71 -2.07 0.30
H 1.50 -1.36 -0.94
H 1.65 -0.79 0.82
H -0.07 1.90 0.81
H -0.57 1.89 -0.99

Values from the calculation:
* total energy: -231.20194 hartree
* LUMO energy: 1.1 eV
* frontier orbital gap: 10.157 eV

natural (NBO) population analysis, charges in e, atoms 1 to 4: -0.210, -0.221, -0.100, -0.533



C3H10O3 | ωB97M-V with the def2-TZVPD basis set

Element x y z (Å)
C 1.53 -1.73 1.44
C 1.36 -0.35 1.15
C 2.11 0.34 0.30
O 2.29 1.74 0.15
H 0.56 -2.18 1.97
H 1.90 -2.31 0.73
H 2.29 -1.69 2.35
H 0.52 0.30 1.43
H 2.96 -0.19 -0.21
H 1.59 2.19 0.65
H -2.81 -0.98 -2.13
H -1.33 -0.46 -1.76
O -1.99 -1.27 -1.61
H -3.80 1.54 -1.11
H -3.90 2.90 -1.76
O -3.30 2.15 -1.60

Values from the calculation:
* multiplicity: 2
* total energy: -345.90350 hartree
* <S²>: 0.75
* LUMO energy (spin up / spin down): 3.5 / 3.4 eV
* total charge: -1
* frontier orbital gap (spin up / spin down): 2.573 / 9.405 eV

natural (NBO) population analysis, charges in e, atoms 1 to 4: -0.609, -0.371, 0.114, -0.736



C26H46ClO2PPt | ωB97M-V with the def2-TZVPD basis set

Element x y z (Å)
Pt 0.57 2.22 -0.12
Cl 1.03 4.72 -0.51
P -0.31 0.13 0.28
C 1.87 0.70 1.04
H 1.94 -0.45 1.26
H 1.73 1.38 1.96
C -1.81 0.36 -0.89
C -0.97 -0.29 2.02
C -2.59 -0.86 -1.38
H -2.49 0.95 -0.25
C -3.86 -0.41 -2.13
H -1.97 -1.45 -2.07
H -2.87 -1.53 -0.55
C -3.59 0.63 -3.23
H -4.35 -1.29 -2.55
H -4.54 0.04 -1.38
C -2.65 1.75 -2.81
H -3.16 0.12 -4.11
H -4.54 1.06 -3.55
C -1.40 1.23 -2.09
H -2.34 2.36 -3.66
H -3.17 2.42 -2.10
H -0.78 0.63 -2.78
H -0.78 2.09 -1.76
C 0.46 -1.53 -0.27
C -0.05 -1.17 2.88
H -0.99 0.71 2.49
C -0.49 -1.16 4.34
H -0.04 -2.21 2.51
H 0.99 -0.82 2.85
C -1.91 -1.70 4.47
H 0.22 -1.74 4.94
H -0.45 -0.11 4.68
C -2.91 -1.07 3.48
H -1.88 -2.79 4.31
H -2.27 -1.53 5.48
C -2.38 -0.89 2.04
H -3.83 -1.67 3.45
H -3.17 -0.07 3.84
H -2.35 -1.88 1.54
H -3.08 -0.27 1.46
C 0.79 -1.60 -1.76
H 1.41 -1.53 0.31
C 1.67 -2.81 -2.09
H -0.15 -1.67 -2.34
H 1.29 -0.70 -2.11
C 1.04 -4.14 -1.62
H 1.85 -2.85 -3.17
H 2.65 -2.68 -1.59
C 0.45 -4.07 -0.20
H 0.23 -4.41 -2.33
H 1.78 -4.93 -1.66
C -0.34 -2.79 0.08
H -0.21 -4.94 -0.03
H 1.28 -4.14 0.53
H -1.26 -2.79 -0.52
H -0.66 -2.82 1.12
C 2.19 1.67 -1.20
C 3.02 0.98 0.06
H 1.84 0.88 -1.88
C 4.15 1.87 0.50
H 3.24 -0.14 -0.09
C 4.14 3.35 -0.01
H 4.33 1.67 1.60
H 5.10 1.43 0.02
C 4.06 3.42 -1.54
H 3.36 3.87 0.46
H 5.13 3.80 0.16
C 2.81 2.72 -2.11
H 3.95 4.53 -1.87
H 4.97 3.16 -2.06
H 2.10 3.41 -2.56
H 3.20 2.12 -3.01
O -0.11 3.14 2.77
C -1.03 3.39 1.99
O -1.36 2.77 0.85
H -1.77 4.22 2.20

Values from the calculation:
* multiplicity: 5
* total energy: -2089.33729 hartree
* <S²>: 6.01
* LUMO energy (spin up / spin down): 0.5 / -3.7 eV
* frontier orbital gap (spin up / spin down): 6.067 / 5.326 eV

Löwdin population analysis, charges in e, atoms 1 to 4: 1.028, 0.073, 0.995, -0.273



C2H4N4 | ωB97M-V with the def2-TZVPD basis set

Element x y z (Å)
N -1.57 0.25 0.59
N -0.18 -0.08 0.23
C 0.88 0.93 0.12
N 1.92 0.32 -0.35
N 1.66 -0.97 -0.57
C 0.38 -1.18 -0.31
H -1.68 1.22 0.47
H -2.27 -0.22 -0.09
H 0.83 1.95 0.38
H 0.03 -2.22 -0.46

Values from the calculation:
* total energy: -297.55316 hartree
* LUMO energy: 0.6 eV
* frontier orbital gap: 10.133 eV

natural (NBO) population analysis, charges in e, atoms 1 to 4: -0.619, -0.216, 0.100, -0.264



C3H7NO | ωB97M-V with the def2-TZVPD basis set

Element x y z (Å)
C 1.40 -0.68 0.01
N 0.86 0.22 -0.88
C -0.50 0.39 1.01
C -0.59 0.23 -1.02
O 2.24 -0.44 0.83
H 0.97 -1.71 -0.14
H -1.58 0.35 1.04
H 0.00 -0.21 1.77
H -0.15 1.40 1.08
H -0.76 -0.82 -0.69
H -0.95 1.23 -0.92
H -0.93 0.05 -2.08

Values from the calculation:
* total energy: -248.24528 hartree
* LUMO energy: -1.7 eV
* frontier orbital gap: 6.971 eV

natural (NBO) population analysis, charges in e, atoms 1 to 4: 0.458, -0.423, -0.319, -0.533



Repeat the seventh record exactly.
C26H46ClO2PPt | ωB97M-V with the def2-TZVPD basis set

Element x y z (Å)
Pt 0.57 2.22 -0.12
Cl 1.03 4.72 -0.51
P -0.31 0.13 0.28
C 1.87 0.70 1.04
H 1.94 -0.45 1.26
H 1.73 1.38 1.96
C -1.81 0.36 -0.89
C -0.97 -0.29 2.02
C -2.59 -0.86 -1.38
H -2.49 0.95 -0.25
C -3.86 -0.41 -2.13
H -1.97 -1.45 -2.07
H -2.87 -1.53 -0.55
C -3.59 0.63 -3.23
H -4.35 -1.29 -2.55
H -4.54 0.04 -1.38
C -2.65 1.75 -2.81
H -3.16 0.12 -4.11
H -4.54 1.06 -3.55
C -1.40 1.23 -2.09
H -2.34 2.36 -3.66
H -3.17 2.42 -2.10
H -0.78 0.63 -2.78
H -0.78 2.09 -1.76
C 0.46 -1.53 -0.27
C -0.05 -1.17 2.88
H -0.99 0.71 2.49
C -0.49 -1.16 4.34
H -0.04 -2.21 2.51
H 0.99 -0.82 2.85
C -1.91 -1.70 4.47
H 0.22 -1.74 4.94
H -0.45 -0.11 4.68
C -2.91 -1.07 3.48
H -1.88 -2.79 4.31
H -2.27 -1.53 5.48
C -2.38 -0.89 2.04
H -3.83 -1.67 3.45
H -3.17 -0.07 3.84
H -2.35 -1.88 1.54
H -3.08 -0.27 1.46
C 0.79 -1.60 -1.76
H 1.41 -1.53 0.31
C 1.67 -2.81 -2.09
H -0.15 -1.67 -2.34
H 1.29 -0.70 -2.11
C 1.04 -4.14 -1.62
H 1.85 -2.85 -3.17
H 2.65 -2.68 -1.59
C 0.45 -4.07 -0.20
H 0.23 -4.41 -2.33
H 1.78 -4.93 -1.66
C -0.34 -2.79 0.08
H -0.21 -4.94 -0.03
H 1.28 -4.14 0.53
H -1.26 -2.79 -0.52
H -0.66 -2.82 1.12
C 2.19 1.67 -1.20
C 3.02 0.98 0.06
H 1.84 0.88 -1.88
C 4.15 1.87 0.50
H 3.24 -0.14 -0.09
C 4.14 3.35 -0.01
H 4.33 1.67 1.60
H 5.10 1.43 0.02
C 4.06 3.42 -1.54
H 3.36 3.87 0.46
H 5.13 3.80 0.16
C 2.81 2.72 -2.11
H 3.95 4.53 -1.87
H 4.97 3.16 -2.06
H 2.10 3.41 -2.56
H 3.20 2.12 -3.01
O -0.11 3.14 2.77
C -1.03 3.39 1.99
O -1.36 2.77 0.85
H -1.77 4.22 2.20

Values from the calculation:
* multiplicity: 5
* total energy: -2089.33729 hartree
* <S²>: 6.01
* LUMO energy (spin up / spin down): 0.5 / -3.7 eV
* frontier orbital gap (spin up / spin down): 6.067 / 5.326 eV

Löwdin population analysis, charges in e, atoms 1 to 4: 1.028, 0.073, 0.995, -0.273



> Look up the total energy of the eighth one.

-297.55316 hartree



Please write out number 5 again, unchanged.
C4H6O | ωB97M-V with the def2-TZVPD basis set

Element x y z (Å)
C -1.08 0.10 0.19
C -0.38 -1.06 0.12
C 1.04 -0.72 -0.13
O 0.98 0.66 -0.51
C -0.23 1.26 -0.13
H -2.11 0.19 0.46
H -0.71 -2.07 0.30
H 1.50 -1.36 -0.94
H 1.65 -0.79 0.82
H -0.07 1.90 0.81
H -0.57 1.89 -0.99

Values from the calculation:
* total energy: -231.20194 hartree
* LUMO energy: 1.1 eV
* frontier orbital gap: 10.157 eV

natural (NBO) population analysis, charges in e, atoms 1 to 4: -0.210, -0.221, -0.100, -0.533